(1)
Molecular formula: C24H50Cl26NO
Method: DFT, ωB97M-V/def2-TZVPD

Structure (XYZ):
```
102
Properties=species:S:1:pos:R:3:forces:R:3
Cl -2.063630 2.727336 -0.780826 -0.3 0.2 0.3
Cl -3.827713 2.424494 -4.639126 -0.2 0.2 -0.1
Cl -5.721281 -0.438976 -0.096020 -0.3 -0.1 0.2
Cl 0.110463 -1.893925 1.009543 0.0 -0.3 -0.2
Cl 0.644402 2.000585 6.140755 0.0 0.0 0.0
Cl 2.761598 0.709005 2.963246 0.0 -0.1 0.1
Cl 11.360234 -1.920364 0.954720 0.0 -0.1 0.0
Cl 7.423754 2.108051 0.468254 -0.2 -0.1 -0.1
Cl -6.738563 -2.534884 -1.854838 0.0 -0.1 0.0
Cl 0.380751 4.843399 2.312689 0.2 0.3 -0.4
Cl -2.680902 -0.092240 -1.240295 0.1 -0.1 0.0
Cl -4.573088 3.829968 -7.087331 0.1 -0.1 0.0
Cl -3.545026 0.544509 6.217178 -0.5 -0.2 0.2
Cl 1.044300 1.219090 0.649205 -0.1 0.2 -0.1
Cl 4.572247 1.509984 -0.118390 0.2 0.0 -0.1
Cl -5.236250 1.046446 3.888023 -0.1 0.0 0.0
Cl -7.703278 -1.177495 6.345482 -0.6 -0.3 0.1
Cl -7.208246 -3.061548 10.754420 -0.1 0.0 0.0
Cl -5.808388 -4.263897 6.137156 0.0 -0.1 0.0
Cl -1.053034 2.513313 3.819793 -1.2 0.2 0.7
Cl -8.228916 1.592446 7.143139 -0.1 0.0 0.0
Cl -4.891406 -2.103183 7.874512 0.2 -0.1 0.1
Cl -0.879711 6.835581 4.034452 0.0 0.0 0.0
Cl -6.763116 -5.848661 9.982610 -0.1 -0.1 0.0
Cl 10.026472 -0.171708 -0.965109 -0.1 0.0 -0.1
Cl 0.685529 -3.202290 3.553915 0.1 0.0 0.0
O 5.219763 0.088290 -5.324895 -0.6 0.0 0.8
N 3.622064 -2.347827 -5.533576 1.0 -1.2 -0.5
C 5.803776 -2.100404 -4.544189 -1.0 -0.7 0.8
C -0.020779 0.466873 -4.212676 -0.7 0.1 0.5
C 10.146530 -1.815552 -0.320928 0.0 -0.1 0.0
C 4.887343 -0.806951 -4.280882 1.9 -2.1 -0.1
C -3.520778 2.606712 -6.371663 0.0 0.0 -0.2
C -3.319885 1.557186 -1.201488 -0.1 0.2 0.0
C -1.490273 0.036825 -4.585935 0.1 0.2 -0.6
C -5.194538 0.832973 5.642646 -0.1 -0.1 0.0
C -7.964189 -4.578178 10.249313 -0.2 0.1 0.0
C -5.670886 -2.158161 -0.498585 0.1 -0.1 0.0
C 1.113238 -3.087283 1.844487 0.1 -0.1 0.0
C 6.425603 2.146258 -6.003008 -0.1 -0.1 0.8
C 5.757518 1.323245 -4.839373 0.0 2.0 -0.7
C -4.837534 -3.839133 7.553428 0.1 -0.1 0.1
C 3.449789 -1.446341 -4.334153 0.2 1.4 -1.0
C 5.760051 2.715010 0.413458 0.0 0.3 0.1
C -1.005184 2.301412 5.574841 0.0 -0.2 0.3
C 1.108415 0.994160 2.402793 0.1 0.3 0.2
C -0.488282 6.381629 2.371959 0.0 0.1 -0.1
C 0.922971 -0.763324 -3.915081 0.0 0.6 -0.6
C 2.248815 -0.525944 -4.744926 -0.7 -0.4 1.0
C -0.133941 1.536653 -3.035015 0.3 -0.8 -1.2
C 4.866371 -3.132261 -5.306615 2.1 -0.1 1.4
C -8.938825 0.060965 6.616820 -0.2 -0.1 -0.1
H 5.377959 -3.564881 -6.187343 -0.9 0.4 0.2
H 5.994574 -2.571613 -3.548576 0.2 0.5 -0.8
H 2.491111 0.560214 -4.706748 0.2 -0.9 0.0
H 0.704226 2.261192 -3.126747 -0.5 -0.4 0.5
H 3.343620 -2.124768 -3.462767 -0.3 0.6 -0.4
H 1.114762 -0.904400 -2.823845 -0.1 0.2 -0.8
H -3.703533 1.654818 -6.861516 -0.1 0.1 0.1
H -8.507989 -4.408930 9.324520 0.2 0.0 0.0
H -1.381339 3.204248 6.047676 0.1 0.0 -0.1
H 10.424834 -2.489207 -1.126861 0.1 0.1 0.1
H 0.496038 0.138162 2.668241 0.1 0.0 -0.1
H 1.970052 -0.786102 -5.798124 0.3 0.6 0.7
H 4.707892 -3.937026 -4.556924 -0.6 0.4 -0.9
H -5.816681 -0.021407 5.909071 0.5 0.3 -0.2
H -1.735798 0.467909 -5.589757 0.1 -0.4 0.8
H -8.648357 -4.904170 11.026790 0.1 0.0 0.0
H 4.909446 1.941652 -4.448655 0.6 -0.5 -0.1
H 6.514303 1.207278 -4.035683 -0.5 -0.4 -0.3
H -5.226951 -4.367591 8.417099 -0.1 0.1 -0.1
H 7.481572 1.836352 -6.167608 -0.9 0.0 -0.1
H 6.768393 -1.924869 -5.057758 -0.8 0.3 0.3
H 0.413941 0.980070 -5.108176 -0.4 -0.3 0.7
H -1.648082 -1.060662 -4.666068 0.2 0.6 0.1
H 5.720430 3.559154 -0.268966 0.0 -0.1 0.0
H 5.490690 3.036355 1.415252 0.0 -0.1 -0.1
H 5.820106 2.099705 -6.930538 0.5 0.0 0.5
H 3.792721 -1.747093 -6.348000 -0.3 0.0 0.1
H -5.987086 -2.730260 0.368343 -0.1 0.1 -0.1
H -3.807034 -4.130892 7.373960 -0.1 0.1 -0.1
H -9.620541 -0.289228 7.385843 0.2 0.0 0.0
H 0.399662 -1.667666 -4.314487 0.6 0.5 0.5
H -1.634581 1.451361 5.838928 0.6 0.5 -0.3
H 9.182280 -2.103769 0.087738 0.1 0.1 0.0
H 0.715323 1.896352 2.885081 0.8 -0.6 -0.5
H 2.831477 -2.968828 -5.725113 -0.1 0.4 0.1
H -2.223280 0.456009 -3.867944 0.6 -0.6 -0.5
H -2.486297 2.905280 -6.514432 -0.1 0.1 0.1
H -1.109718 2.057471 -3.155117 1.0 -0.1 0.0
H -9.479893 0.226116 5.689953 0.1 0.0 0.0
H 2.154614 -2.788356 1.762900 -0.1 0.1 0.1
H -1.410979 6.284768 1.807592 0.0 -0.1 0.1
H 0.135042 7.155040 1.933684 0.0 -0.1 0.1
H -3.722005 1.809620 -2.179942 0.1 -0.1 0.1
H -4.107736 1.608578 -0.458517 0.1 -0.1 0.0
H -5.577361 1.730728 6.115507 0.1 0.0 -0.1
H 0.967329 -4.057658 1.378851 -0.1 0.1 0.1
H -0.164359 1.018596 -2.058219 0.2 0.4 -0.5
H 5.215447 -0.492077 -3.264701 -0.8 0.5 -0.7
H 6.473708 3.211758 -5.668508 -0.1 -0.8 -0.3
H -4.652444 -2.423880 -0.767978 -0.1 0.1 -0.1
```
Positions in Å, forces in eV/Å.

Its HOMO energy is -11.539 eV. The calculation puts the orbital gap at 8.811 eV. As for the spin multiplicity: 1. Its total charge is +1.

***

(2)
Molecular formula: C24H50N4O5
Method: DFT, ωB97M-V/def2-TZVPD

Structure (XYZ):
```
83
Properties=species:S:1:pos:R:3:forces:R:3
O 6.757744 -1.763512 6.598930 -0.2 0.7 -0.5
O 5.680865 1.468714 6.461261 0.3 1.2 1.4
O 4.808502 -1.894753 8.016794 1.6 2.2 -0.2
O 6.093670 -3.849167 6.424552 0.3 -0.1 -1.4
O 7.901731 -3.206384 5.215781 2.9 -0.1 -1.8
N 2.396390 -2.008706 1.289102 0.3 0.0 -0.2
N -3.139547 4.380279 -1.095644 0.3 -0.2 0.1
N 5.137687 -0.032139 9.547067 0.5 2.7 2.2
N -2.446665 -2.341363 -4.301078 -0.1 -0.2 0.2
C 5.347773 -1.717879 6.695653 -2.0 -2.0 -2.8
C -0.702561 -0.590775 -3.641455 0.1 0.0 0.2
C -2.844133 -1.727254 -5.556328 0.1 0.1 -0.1
C -4.179064 3.371871 -1.226615 -0.3 0.0 0.1
C 4.675955 -0.611132 5.821223 0.8 0.6 -0.2
C -3.472613 -2.266257 -3.271706 -0.2 -0.1 0.0
C -3.865188 -0.879004 -2.756258 -0.1 0.0 0.2
C -1.908608 -2.046723 -6.714359 0.1 0.0 0.0
C -3.544730 5.751504 -1.352910 -0.2 0.1 0.0
C -1.857293 4.036194 -1.692655 0.2 0.1 0.0
C 5.081295 -0.814173 8.741785 -1.1 -3.6 -1.7
C -4.725812 6.207013 -0.506822 -0.1 0.0 0.0
C 1.579139 -3.086411 0.751144 -0.2 -0.2 0.2
C -1.752745 4.042174 -3.221076 0.1 -0.1 -0.1
C -1.092738 -2.058615 -3.853292 0.3 0.0 -0.2
C 5.539155 0.664531 5.614881 -0.4 -1.3 -1.2
C 1.969019 -0.101377 -0.359413 0.0 0.1 -0.2
C 4.916546 -3.107504 6.028267 1.3 0.0 2.0
C -4.896170 3.254205 -2.575806 -0.1 -0.2 -0.1
C 1.880567 -1.347880 2.474121 -0.1 -0.1 0.1
C 0.139220 -2.755951 0.342155 -0.1 -0.1 -0.2
C 7.075285 -2.970675 5.966295 -3.6 -0.3 3.5
C 2.937942 -1.083910 0.303412 0.2 0.2 0.0
C 1.578493 -2.303576 3.620470 -0.1 0.0 0.0
H -5.822373 2.687958 -2.449552 0.0 0.0 0.0
H -1.543276 3.055321 -1.322683 -0.2 0.0 0.0
H -0.897722 -2.614200 -2.931474 -0.2 0.0 0.0
H -3.835039 -2.103600 -5.826879 0.0 0.0 0.2
H -4.915668 7.267767 -0.680094 0.0 0.0 0.0
H -4.374187 -2.749334 -3.664308 0.1 0.0 -0.1
H -3.107183 -0.464331 -2.092064 0.0 0.1 -0.1
H 4.520179 -1.047580 4.816140 0.0 0.1 0.5
H -4.935305 3.560361 -0.458833 0.1 0.1 0.0
H 3.728946 -0.502347 0.790636 -0.1 0.0 0.1
H 0.386408 -0.503345 -3.600290 0.0 0.0 0.0
H -5.641458 5.669089 -0.758460 0.0 0.0 0.0
H -4.522348 6.071025 0.556864 0.0 -0.1 0.0
H -2.177269 4.944530 -3.663082 0.0 0.0 0.0
H -1.798810 -3.124834 -6.844345 0.0 0.0 0.1
H -2.239237 3.173630 -3.663993 -0.1 0.1 0.0
H -2.703930 6.410580 -1.117214 0.1 -0.2 -0.1
H -0.373003 -2.134256 1.078465 0.0 0.0 0.0
H -0.396453 -2.490899 -4.578042 -0.1 0.0 -0.1
H -2.937617 -0.634433 -5.468836 0.0 0.0 -0.1
H -1.048033 0.055260 -4.450189 0.0 0.0 0.0
H 3.690910 -0.297490 6.205942 0.5 -0.2 0.1
H 5.996951 0.829571 4.605502 -0.2 -0.4 0.3
H -2.314988 -1.635893 -7.640254 0.0 0.0 0.0
H 1.543060 -3.889314 1.493408 0.0 0.1 0.1
H 2.535310 0.671026 -0.885523 0.0 0.0 0.0
H 2.634676 -0.638797 2.831667 0.0 0.0 -0.2
H -1.086733 -0.202756 -2.697995 -0.1 0.1 -0.1
H -3.784944 5.917877 -2.413496 0.0 0.1 0.0
H -4.293420 2.715956 -3.306743 0.0 0.1 -0.1
H -0.918486 -1.609630 -6.573598 0.0 0.0 0.0
H -3.172650 -2.885659 -2.421117 0.2 0.0 -0.1
H -4.788764 -0.952275 -2.176448 0.0 0.0 0.0
H -5.166180 4.224982 -2.994508 0.0 0.0 0.0
H 0.753047 -2.975503 3.382033 0.1 0.0 0.0
H -0.434418 -3.680846 0.243870 0.0 0.0 0.0
H 1.327743 0.404433 0.363902 0.0 0.0 0.0
H 3.451383 -1.653136 -0.476607 -0.1 -0.1 0.1
H 0.097380 -2.254069 -0.624294 0.0 0.1 0.1
H 4.071455 -3.513102 6.599624 0.1 0.1 -0.7
H 0.977041 -0.759463 2.258224 0.0 0.1 0.1
H -3.764875 2.395365 -0.959711 0.2 0.1 0.0
H -4.047036 -0.170589 -3.565938 0.0 0.0 0.0
H 1.340549 -0.592683 -1.101334 -0.1 0.0 0.1
H 1.286836 -1.739434 4.509007 0.0 0.0 0.0
H 2.458982 -2.898361 3.874757 0.0 -0.1 -0.1
H -1.110259 4.735378 -1.300566 -0.1 0.1 0.0
H 2.095603 -3.533982 -0.101990 0.1 0.2 0.0
H -0.700914 4.000880 -3.515157 0.0 0.0 0.0
H 4.887003 -3.150213 4.928103 -0.5 0.4 0.5
```
Positions in Å, forces in eV/Å.

As for the SMILES: N#CO[C@]1(CC=O)COC(=O)O1.CCN(CC)CC.CCN(CC)CC.CCN(CC)CC. As for the energy above the lowest of the compared OMol25 structures with the same formula, charge and spin: 0.0 kcal per mole. Its HOMO energy is -8.229 eV. The calculation puts the orbital gap at 8.519 eV. As for the spin multiplicity: 1. Its total charge is 0.

***

(3)
Molecular formula: C24H51AlN3O31S
Method: DFT, ωB97M-V/def2-TZVPD

Structure (XYZ):
```
111
Properties=species:S:1:pos:R:3:forces:R:3
S 6.083303 -7.180447 5.949919 -0.4 -1.0 0.3
Al 5.244803 -6.943942 9.033300 -0.6 -0.3 -1.8
O 6.392303 -8.432294 6.695156 0.0 -0.1 0.7
O 6.662643 -6.105484 6.771940 0.5 0.5 0.6
O 6.443115 -7.285058 4.581883 0.4 0.6 -0.4
O 1.253945 -10.167962 8.651931 -0.2 -0.2 0.3
O 5.337893 -9.943558 9.834672 0.0 0.6 -0.1
O 4.392523 -11.733128 10.824424 -0.4 -0.3 0.1
O 8.785073 -9.395013 11.367415 -0.2 0.0 0.0
O 9.755768 -9.097234 9.490119 -0.3 -0.3 0.1
O 7.830550 -7.965965 0.574924 1.0 0.0 0.0
O 1.667300 -8.913235 4.549858 0.3 -0.5 -0.1
O 2.679898 -5.960595 8.543326 1.2 0.0 0.0
O 10.976701 -3.700829 6.292795 -0.2 -0.2 0.0
O 3.333189 -4.133476 1.629495 -0.4 0.0 0.0
O 3.340747 -3.672927 3.738368 -0.1 -0.2 0.2
O 2.936922 -8.700066 8.399691 0.3 0.0 0.2
O 9.057777 -3.678767 5.105717 -0.9 0.2 -0.8
O 6.569591 -12.016877 5.346657 -0.2 -0.4 0.0
O 0.623308 -5.761141 9.423829 -0.6 -0.3 -0.2
O 2.853271 -10.740880 7.380016 -0.3 0.5 -0.1
O 7.685792 -8.280730 9.724014 -0.8 0.7 0.1
O 3.668399 -2.239430 8.261602 0.0 0.2 0.2
O 7.137505 -9.152787 -1.059645 -0.1 -0.3 0.0
O 9.344439 -2.213856 6.656118 -1.1 0.6 -0.2
O 6.818742 -11.817409 3.210554 0.0 -0.3 -0.3
O 0.801912 -5.850449 7.296867 -0.3 0.0 -0.1
O 4.919179 -4.109486 8.322238 0.3 -0.9 0.4
O 4.630222 -7.038210 6.219679 -0.5 -0.1 0.3
O 5.149333 -2.496414 6.757018 0.1 0.6 0.0
O 5.620306 -8.357680 0.426577 -0.2 -0.3 -0.1
O 2.242327 -7.274917 3.299769 0.1 -0.1 -0.1
O 5.991763 -12.071512 9.439197 -0.5 -0.3 -0.1
N 7.101616 -11.564568 4.352014 0.1 1.0 0.3
N 2.410503 -8.397649 3.740352 -0.1 0.9 -0.3
N 3.776254 -4.226236 2.747305 0.9 0.5 -0.5
C 1.480702 -5.855568 8.405671 -0.4 -0.5 0.6
C 9.795288 -8.703050 8.130452 0.9 0.6 -1.1
C 6.742386 -8.502105 0.012658 0.1 0.6 0.4
C 7.118015 -11.633333 8.691217 0.7 1.1 0.5
C 10.169952 -1.382652 7.480068 0.6 -0.4 -0.4
C 2.945868 -2.625219 9.437799 0.5 -0.4 -0.1
C 9.227738 -4.999730 4.621410 0.2 -1.2 0.5
C 6.244550 -3.138956 6.092140 -0.5 -0.8 0.3
C 8.647799 -8.863681 10.170335 0.4 -0.1 -0.2
C 5.018548 -5.050420 2.911978 -1.2 -0.7 0.5
C 1.479267 -5.843445 6.028985 0.2 0.0 -0.4
C 8.126821 -10.505977 4.603422 0.1 0.1 -0.5
C 3.537423 -10.877465 11.576459 0.2 0.8 0.3
C 6.134590 -9.725702 -1.881032 -0.3 -0.2 -1.7
C 3.676985 -9.090326 3.344014 -0.1 0.0 0.2
C 2.409690 -9.777688 8.168427 0.2 0.1 -0.5
C 7.593210 -7.201000 1.741276 -1.3 0.0 0.4
C 9.887139 -3.247103 6.047230 1.4 -0.2 0.3
C 7.677136 -9.283550 12.262889 -0.6 0.2 -0.2
C 5.243580 -11.134534 10.011308 0.2 -0.7 -0.2
C 0.552700 -9.306548 9.550610 -0.7 -0.4 0.0
C 4.078029 -10.512394 6.699268 0.9 -0.6 -0.3
C 4.602009 -3.057449 7.808986 0.2 0.5 -0.1
C 1.129649 -5.982756 10.724144 1.4 0.5 0.5
H 5.214804 -5.584078 1.991257 0.1 0.3 -0.2
H 1.432209 -4.825831 5.646884 0.3 0.0 0.0
H 6.658089 -10.037821 -2.785343 0.2 -0.2 0.2
H 8.086918 -10.307405 5.666149 0.3 0.1 0.0
H 4.327195 -8.812417 4.170124 0.2 -0.5 0.0
H 9.086971 -10.842592 4.218683 0.0 -0.3 0.3
H 4.125970 -8.693483 2.436800 -0.5 0.2 -0.1
H 8.634415 -5.241356 3.741748 -0.3 0.9 0.0
H 8.010940 -9.726519 13.192852 0.0 0.2 0.1
H 3.601222 -2.883353 10.271817 0.2 0.1 -0.2
H 2.389102 -3.522492 9.179561 -0.5 0.3 0.2
H 5.409188 -9.006325 -2.263377 0.0 0.3 0.6
H 9.581687 -0.506294 7.725082 -0.1 -0.1 0.1
H 5.610064 -10.598164 -1.498119 0.2 0.2 0.6
H 0.943170 -6.492376 5.342114 -0.2 0.0 0.3
H 10.295521 -7.736474 8.036911 -0.1 0.0 0.2
H 10.433296 -9.417470 7.612842 -0.1 -0.1 0.2
H -0.037160 -8.580226 8.992840 0.4 0.3 0.0
H 8.459328 -6.991763 2.362627 0.5 -0.5 -0.6
H 2.745157 -10.422270 10.984066 0.1 -0.2 -0.3
H 6.777429 -2.404041 5.503687 -0.2 0.1 0.0
H 0.338769 -6.022470 11.464599 -0.4 0.0 -0.4
H 8.858015 -8.614167 7.583388 -0.4 -0.3 0.6
H 7.150524 -6.242008 1.472605 0.0 0.0 -0.1
H 3.472106 -10.151207 3.248633 0.1 0.0 0.3
H 8.844101 -5.659713 5.404028 0.3 -0.2 0.0
H 4.671488 -5.779885 3.642806 0.5 0.0 0.1
H 6.874577 -7.752197 2.344568 0.0 0.2 0.2
H 6.791224 -9.799679 11.888517 0.3 -0.3 -0.1
H 10.255027 -5.262893 4.376501 0.1 0.3 0.3
H 4.866918 -10.816580 7.380721 0.2 0.2 -0.2
H 5.830916 -4.450784 3.306277 -0.1 0.1 -0.1
H 4.124127 -11.152200 5.820936 -0.3 -0.3 0.2
H 1.208235 -8.868391 10.296840 0.1 0.1 -0.2
H 2.370035 -1.750413 9.714402 -0.3 -0.2 -0.1
H 1.804048 -5.158790 10.978003 -0.1 0.0 0.1
H 7.728818 -12.476720 8.389334 -0.4 -0.3 0.1
H 5.761764 -3.910835 5.490697 0.5 0.0 -0.3
H 2.491627 -6.225008 6.132646 0.0 0.2 0.0
H 6.869710 -11.018684 7.826845 -0.3 -0.2 0.0
H 4.152054 -10.071542 11.979565 -0.2 0.0 0.2
H 4.252221 -9.508834 6.330563 -0.5 0.2 0.5
H 11.042831 -1.094217 6.894504 0.0 0.1 0.2
H -0.172844 -9.950251 10.045069 0.1 -0.1 0.1
H 10.501179 -1.946327 8.349500 -0.1 0.2 0.1
H 6.925979 -3.607961 6.797882 -0.1 0.1 0.1
H 3.076776 -11.437148 12.383273 0.2 -0.3 -0.1
H 7.863893 -9.640282 3.997883 -0.3 0.0 0.2
H 7.354216 -8.245945 12.354310 0.4 0.1 0.3
H 1.750019 -6.878650 10.792886 -0.2 -0.1 -0.2
H 7.696785 -11.011499 9.380232 0.2 -0.1 -0.3
```
Positions in Å, forces in eV/Å.

As for the energy above the lowest of the compared OMol25 structures with the same formula, charge and spin: 0.0 kcal per mole. Its HOMO energy is -12.799 eV. The calculation puts the orbital gap at 3.565 eV. As for the spin multiplicity: 1. Its total charge is +1.

***

Question: What is the formula in the second record?
Answer: C24H50N4O5